1.
The following is a quantum chemistry calculation of a 4-piece molecular cluster, C3H6ClNS overall in a non-equilibrium geometry, from the Open Molecules 2025 dataset.

Element x y z (Å)
Cl  0.1698  1.5711  -1.8649
S  1.4181  -2.8817  0.0048
N  1.3258  -1.1551  -0.2163
C  0.0981  0.7046  -0.1717
C  0.1584  -0.5827  -0.5017
C  -1.2391  1.1255  0.5093
H  -0.7009  2.2526  1.2810
H  -1.9310  -0.1796  1.1576
H  -2.1737  1.9048  -0.5324
H  1.0454  0.8287  0.4626
H  2.7588  -2.5759  0.6384
H  -0.9298  -1.0123  -0.7667

The HOMO-LUMO gap is 0.325 hartree. As for the molar mass: 123.6 u. Its spin multiplicity is 1.

2.
The following is a quantum chemistry calculation of a 2-piece molecular cluster, C3H6ClO3S overall in a non-equilibrium geometry, from the Open Molecules 2025 dataset.

Element x y z (Å)
Cl  -0.3686  0.9332  2.4442
S  1.0226  -0.9076  2.8121
O  0.0587  -0.8744  -2.6651
O  0.6136  -1.4613  4.1284
O  2.3317  -0.2003  2.9051
C  0.2435  1.2422  -1.5741
C  -0.9996  -0.7367  -0.5673
C  -0.1496  -0.2216  -1.6785
H  1.3994  1.3755  -1.6091
H  -0.1844  1.7959  -2.5330
H  -0.8009  -0.3084  0.4486
H  -1.8926  -0.3563  -0.9212
H  -1.0405  -1.8834  -0.5864
H  -0.2332  1.6033  -0.6038

The HOMO-LUMO gap is 0.316 hartree. As for the molar mass: 157.6 u. Its spin multiplicity is 1. Its charge is -1.

3.
The following is a quantum chemistry calculation of one molecule with the formula C3H6ClOPS in a non-equilibrium geometry, from the Open Molecules 2025 dataset.

Element x y z (Å)
Cl  3.4457  -0.0639  -2.7222
S  1.6883  -2.3076  -1.4927
P  1.6321  -0.7837  -2.9473
O  0.6764  0.4093  -1.9788
C  1.0327  -1.2220  -0.1690
C  0.0453  -0.2317  -0.8385
C  -0.5441  0.8655  0.0515
H  -0.8001  -0.7575  -1.1399
H  0.1374  1.1453  0.8229
H  -1.4613  0.3991  0.3951
H  -0.6229  1.6369  -0.5634
H  1.7365  -0.8122  0.4210
H  0.4712  -1.6962  0.6357

The HOMO-LUMO gap is 0.362 hartree. As for the molar mass: 156.6 u. Its spin multiplicity is 1. The structure (SMILES) is C[C@@H]1CSP(Cl)O1.

4.
The following is a quantum chemistry calculation of one molecule with the formula C3H6ClPS2 in a non-equilibrium geometry, from the Open Molecules 2025 dataset.

Element x y z (Å)
Cl  -3.0379  -0.3938  1.3166
S  -1.8456  2.1603  -0.4840
S  -1.8072  -1.3984  -1.3764
P  -1.7078  0.2065  -0.0366
C  1.9468  0.2677  -0.5686
C  0.9825  -0.4218  0.1460
C  0.0638  0.1899  1.0856
H  0.1217  -0.4704  1.9247
H  2.1020  1.3659  -0.4293
H  -0.6301  -0.9089  -1.8084
H  0.2056  1.2124  1.3153
H  0.8633  -1.4957  -0.0363
H  2.7430  -0.3137  -1.0484

The HOMO-LUMO gap is 0.318 hartree. As for the molar mass: 172.6 u. Its spin multiplicity is 1. The structure (SMILES) is C=CC[P@@](=S)(S)Cl.

5.
The following is a quantum chemistry calculation of C3H6CoLiO4 as an isolated structure in a non-equilibrium geometry, from the Open Molecules 2025 dataset.

Element x y z (Å)
Co  1.7992  -0.2941  0.5080
O  -1.5043  -0.0862  -1.4741
O  -1.1428  0.7078  0.5157
O  2.1933  0.9665  1.7266
O  0.5881  0.2895  -0.7992
C  -0.6329  0.3954  -0.6330
C  -0.5165  0.1260  1.7092
C  -1.0362  -0.9991  -2.4745
Li  3.6728  1.8590  2.0887
H  -0.2006  -0.0147  2.7508
H  -1.9084  -1.2335  -3.0891
H  -0.2396  -0.5497  -3.0789
H  -0.6151  -1.8882  -1.9908
H  -1.3934  -0.4700  2.0201
H  0.9364  1.1913  2.2205

The HOMO-LUMO gap (alpha / beta) is 0.344 / 0.326 hartree. As for the molar mass: 172.0 u. Its spin multiplicity is 5. Its charge is +2.

6.
The following is a quantum chemistry calculation of C3H6CuO5Se as an isolated structure, from the Open Molecules 2025 dataset.

Element x y z (Å)
Se  -0.1691  -0.3909  -3.4308
Cu  0.7475  -0.9283  -1.1139
O  1.3368  0.0191  -2.7848
O  -1.2258  0.8275  -3.1406
O  -0.0534  -0.8373  -4.9940
O  -0.5653  -1.6939  -2.4332
O  0.9480  -0.8044  0.7711
C  0.5589  -0.0073  2.9486
C  0.2764  -0.0610  1.4748
C  -0.7708  0.7999  0.8422
H  0.8171  -1.0019  3.3076
H  -1.4147  1.2925  1.5685
H  1.4237  0.6413  3.1105
H  -1.3557  0.1996  0.1395
H  -0.2750  1.5507  0.2186
H  -0.2785  0.3945  3.5157

The HOMO-LUMO gap is 0.253 hartree. As for the molar mass: 264.6 u. Its spin multiplicity is 1. Its charge is -1.

7.
The following is a quantum chemistry calculation of one molecule with the formula C3H6F2N2O2 in a non-equilibrium geometry, from the Open Molecules 2025 dataset.

Element x y z (Å)
F  0.6316  -0.8458  0.9268
F  0.8051  -1.3802  -1.0951
O  1.4530  0.6752  -0.3897
O  -1.2501  1.3494  -1.0939
N  -3.2334  -0.3532  0.2272
N  -1.8402  -0.4427  0.3184
C  0.5697  -0.2869  -0.2248
C  2.8346  0.4831  -0.0043
C  -1.0518  0.3846  -0.4060
H  3.2834  -0.2843  -0.5056
H  3.2208  1.5972  -0.0829
H  -1.4403  -1.3179  0.5152
H  -3.5338  -0.2728  1.1535
H  -3.3409  0.5549  -0.3310
H  2.8924  0.1395  0.9922

The HOMO-LUMO gap is 0.382 hartree. As for the molar mass: 140.1 u. Its spin multiplicity is 1. The structure (SMILES) is COC(F)(F)C(=O)NN.

8.
The following is a quantum chemistry calculation of C3H6F6HgN3O17S6 as an isolated structure in a non-equilibrium geometry, from the Open Molecules 2025 dataset.

Element x y z (Å)
Hg  -0.0053  -0.0994  0.3706
S  -0.1124  0.8298  -5.1320
S  -0.8034  -0.2977  -3.1377
S  2.3143  1.9960  1.7381
S  1.5598  -2.6435  2.3491
S  2.4596  -2.5612  0.1532
S  2.5321  2.0498  -0.6802
F  0.8539  -1.4533  3.1588
F  -2.2361  -0.1578  -2.4793
F  2.2387  -1.9352  -1.3326
F  1.2631  1.1959  2.7245
F  1.5541  2.9628  -1.5029
F  0.0565  2.4012  -5.6370
O  0.6727  -3.7423  2.6603
O  -1.0868  -1.4997  -3.9097
O  -1.4630  1.6752  -0.5123
O  1.2811  0.5500  -4.8307
O  0.0425  -0.3436  -1.9541
O  -2.5287  2.6694  1.0815
O  3.4114  1.0620  1.7705
O  -2.0156  -1.2955  0.5900
O  2.8233  -2.6093  3.0364
O  -0.6791  0.1420  -6.2358
O  3.7627  -1.9999  0.4452
O  2.2588  -3.9803  0.0211
O  2.5282  3.3178  2.2429
O  3.6602  2.9691  -0.5515
O  -1.3349  0.5802  2.4150
O  2.5923  0.9025  -1.5819
O  -3.7136  2.0574  -0.5837
N  1.3041  -1.7692  0.8321
N  1.3430  1.9498  0.4965
N  -0.9684  1.2238  -3.9140
C  -2.1892  -0.4908  2.9074
C  -2.9035  -1.0640  1.7009
C  -2.6517  1.8381  0.0728
H  -1.7780  -1.2522  3.5714
H  -3.2532  -2.0611  1.9782
H  -2.8906  0.0262  3.5679
H  -1.9298  1.3492  2.4257
H  -2.3317  -2.1579  0.3093
H  -3.6375  -0.3342  1.3561

The HOMO-LUMO gap is 0.154 hartree. As for the molar mass: 863.1 u. Its spin multiplicity is 1. Its charge is -3.

9.
The following is a quantum chemistry calculation of a 2-piece molecular cluster, C3H6FIO2 overall in a non-equilibrium geometry, from the Open Molecules 2025 dataset.

Element x y z (Å)
I  1.4145  1.3019  1.6040
F  -1.2037  2.2335  1.0796
O  -0.5511  -2.6697  -0.3694
O  1.3399  -1.5775  0.2346
C  -0.4717  1.2474  0.5401
C  -0.2423  1.1843  -0.9733
C  0.1137  -2.0942  0.4461
H  -1.1675  0.8484  -1.3653
H  1.2937  -1.5228  -0.7430
H  -0.1169  -1.9044  1.4635
H  0.5368  0.4774  -1.4102
H  -0.9243  0.3223  0.8558
H  -0.0209  2.1535  -1.3626

The HOMO-LUMO gap is 0.369 hartree. As for the molar mass: 220.0 u. Its spin multiplicity is 1. The structure (SMILES) is C[C@H](F)I.O=CO.

10.
The following is a quantum chemistry calculation of C3H6FInNNiO4 as an isolated structure in a non-equilibrium geometry, from the Open Molecules 2025 dataset.

Element x y z (Å)
In  -0.4500  0.7438  -0.8630
Ni  1.8743  4.0736  1.3652
F  -1.1546  -4.2125  0.4170
O  1.8166  2.8420  -1.0958
O  1.8906  2.5163  0.3054
O  0.1981  -2.2876  -1.2677
O  -1.3757  -2.9683  2.2220
N  -1.7018  -2.0332  0.1097
C  -0.6282  -1.6789  -0.7075
C  -1.4044  -3.0864  1.0569
C  0.9987  1.4271  0.7047
H  0.4212  1.8274  1.5462
H  0.0019  0.9667  -2.4931
H  1.6570  0.6418  1.0864
H  2.4316  2.1968  -1.4827
H  -2.5390  -2.2149  -0.4434
H  -2.0365  1.2462  -0.4602

The HOMO-LUMO gap (alpha / beta) is 0.289 / 0.262 hartree. As for the molar mass: 312.6 u. Its spin multiplicity is 3. Its charge is +1.

11.
The following is a quantum chemistry calculation of a 2-piece molecular cluster, C3H6FN overall in a non-equilibrium geometry, from the Open Molecules 2025 dataset.

Element x y z (Å)
F  1.3767  -0.9907  1.3420
N  1.8092  -0.0501  -0.6804
C  2.3272  -0.4652  0.5014
C  -1.5148  -0.4180  0.3597
C  -1.4688  0.8142  -0.0356
H  -1.8998  -1.2655  -0.2230
H  -0.8468  1.5388  0.5715
H  -0.9838  -0.9059  1.2158
H  0.7212  0.1090  -0.7897
H  2.4281  0.2388  -1.4730
H  -1.9483  1.3946  -0.7888

The HOMO-LUMO gap is 0.370 hartree. As for the molar mass: 75.1 u. Its spin multiplicity is 1.

12.
The following is a quantum chemistry calculation of one molecule with the formula C3H6FN in a non-equilibrium geometry, from the Open Molecules 2025 dataset.

Element x y z (Å)
F  -2.9916  0.3104  0.2896
N  -0.9724  -0.8031  0.4467
C  1.1580  0.5221  -0.0744
C  0.4335  -0.8709  0.1586
C  -1.7198  0.2761  -0.0939
H  0.8610  1.2613  0.7317
H  -1.3767  1.1866  -0.6930
H  2.1652  0.2428  -0.0329
H  0.4645  -1.6995  -0.6512
H  0.8877  -1.3731  1.0521
H  1.0905  0.9472  -1.1333

The HOMO-LUMO gap (alpha / beta) is 0.282 / 0.296 hartree. As for the molar mass: 75.1 u. Its spin multiplicity is 3.

13.
The following is a quantum chemistry calculation of a 2-piece molecular cluster, C3H6FN2O overall in a non-equilibrium geometry, from the Open Molecules 2025 dataset.

Element x y z (Å)
F  1.4254  2.2886  0.2723
O  -1.3653  -0.7925  0.6409
N  -2.6798  0.8594  -0.3525
N  1.0130  -1.2491  -0.1097
C  1.4720  0.1029  -0.5077
C  -2.2229  -0.0533  0.2379
C  0.9663  1.0637  0.2866
H  1.0758  -1.9282  -0.8726
H  1.3033  -1.5980  0.7878
H  0.2523  0.8694  1.1111
H  -3.4877  1.2936  -0.5924
H  -0.0503  -1.0668  0.2271
H  2.2979  0.2103  -1.1287

The HOMO-LUMO gap is 0.411 hartree. As for the molar mass: 105.1 u. Its spin multiplicity is 1. Its charge is +1.

14.
The following is a quantum chemistry calculation of one molecule with the formula C3H6FN3 in a non-equilibrium geometry, from the Open Molecules 2025 dataset.

Element x y z (Å)
F  -0.6814  1.4618  0.6521
N  -1.4913  -1.0534  0.4788
N  -0.7359  -1.5185  -0.8466
N  1.2211  0.0815  -0.8656
C  1.3593  0.4718  0.4577
C  0.2703  -0.7441  -1.3042
C  0.6215  1.3544  1.1467
H  0.2473  -0.7724  -2.4037
H  0.7593  1.8377  2.1230
H  -1.1519  -1.7165  1.3390
H  2.4501  0.3261  0.7580
H  -1.3341  -1.9288  -1.4915
H  -1.3017  0.0375  0.6391

The HOMO-LUMO gap is 0.349 hartree. As for the molar mass: 103.1 u. Its spin multiplicity is 1. The structure (SMILES) is NN/C=N\C=C/F.

15.
The following is a quantum chemistry calculation of C3H6FNO as an isolated structure in a non-equilibrium geometry, from the Open Molecules 2025 dataset.

Element x y z (Å)
F  -0.1861  1.2675  -1.6049
O  -0.5131  1.1171  1.4930
N  -1.1326  -0.8287  -0.1412
C  0.5579  0.6304  0.7647
C  0.2459  -0.6137  -0.0108
C  0.6877  0.5785  -0.7202
H  1.0810  -1.3884  -0.1863
H  -1.2212  0.9321  0.5233
H  1.7558  0.4569  -1.1570
H  -1.3589  -1.4792  -1.0326
H  -1.4830  -1.4901  0.7902
H  1.5665  0.8176  1.2820

The HOMO-LUMO gap is 0.361 hartree. As for the molar mass: 91.1 u. Its spin multiplicity is 1.

16.
The following is a quantum chemistry calculation of one molecule with the formula C3H6FNO2 in a non-equilibrium geometry, from the Open Molecules 2025 dataset.

Element x y z (Å)
F  1.9073  0.5975  0.6829
O  1.1044  -0.6911  -1.4753
O  -0.0907  2.0391  -0.3099
N  0.6607  -1.1409  -0.2345
C  -1.7587  0.3217  0.0180
C  0.6856  -0.0840  0.6613
C  -0.4016  0.9429  0.1262
H  -1.8216  -0.0353  0.9815
H  2.0345  -0.2224  -1.3258
H  -1.6230  -0.5013  -0.6475
H  0.5040  -0.4536  1.6505
H  -2.4921  0.9815  -0.3555
H  1.2912  -1.7541  0.2283

The HOMO-LUMO gap is 0.384 hartree. As for the molar mass: 107.1 u. Its spin multiplicity is 1. The structure (SMILES) is CC(=O)[C@H](F)NO.

17.
The following is a quantum chemistry calculation of one molecule with the formula C3H6FNO2 in a non-equilibrium geometry, from the Open Molecules 2025 dataset.

Element x y z (Å)
F  0.9524  -1.6114  0.4151
O  1.6628  1.4015  -1.1244
O  2.1069  0.6231  0.8717
N  1.5648  0.5478  -0.2364
C  -1.1700  0.3656  0.9226
C  -0.9027  -0.1537  -0.5147
C  0.7154  -0.6686  -0.4867
H  -0.8339  0.4492  -1.4114
H  -0.4649  1.1908  1.0875
H  -2.2328  0.5942  1.1878
H  0.7830  -1.1033  -1.4235
H  -1.2765  -1.1055  -0.7819
H  -0.9045  -0.5296  1.4942

The HOMO-LUMO gap is 0.411 hartree. As for the molar mass: 107.1 u. Its spin multiplicity is 1. The structure (SMILES) is CC[C@H](F)[N+](=O)[O-].

18.
The following is a quantum chemistry calculation of one molecule with the formula C3H6FNS in a non-equilibrium geometry, from the Open Molecules 2025 dataset.

Element x y z (Å)
S  2.2939  0.3068  0.5106
F  -2.5221  0.1284  0.7809
N  0.6633  0.0276  0.1351
C  -0.3827  1.0871  0.0707
C  -0.1957  -1.0920  0.5207
C  -1.5302  0.0971  -0.0623
H  0.0021  -1.8675  -0.2204
H  -1.8011  -0.2642  -0.9801
H  -0.4780  1.8230  0.8527
H  -0.0322  -1.5303  1.5564
H  2.6428  -0.1578  -0.5845
H  -0.2220  1.6425  -0.9471

The HOMO-LUMO gap is 0.351 hartree. As for the molar mass: 107.2 u. Its spin multiplicity is 1. The structure (SMILES) is FC1CN(S)C1.